{
  "formula": "C30H36BClF4N7O5Y",
  "method": "ωB97M-V with the def2-TZVPD basis set",
  "symbols": ["Y", "C", "O", "C", "C", "C", "C", "C", "C", "N", "C", "N", "C", "C", "C", "C", "C", "C", "O", "C", "N", "C", "C", "C", "C", "C", "C", "O", "C", "H", "H", "H", "H", "H", "H", "H", "H", "H", "H", "H", "H", "H", "H", "H", "H", "H", "H", "H", "H", "H", "H", "Cl", "C", "C", "O", "O", "H", "H", "F", "B", "F", "F", "F", "C", "N", "C", "N", "C", "N", "C", "N", "C", "C", "H", "H", "H", "H", "H", "H", "H", "H", "H", "H", "H", "H"],
  "coordinates": [[1.473, -0.081, 0.729], [-3.396, 3.875, -2.525], [-4.301, 2.925, -3.094], [-3.937, 1.642, -3.306], [-4.928, 0.901, -3.965], [-4.792, -0.439, -4.240], [-3.621, -1.094, -3.870], [-2.626, -0.372, -3.247], [-2.748, 0.991, -2.938], [-1.664, 1.585, -2.220], [-1.031, 0.846, -1.271], [-1.878, 0.196, -0.435], [-1.699, -1.024, 0.241], [-0.472, -1.482, 0.730], [-0.539, -2.791, 1.258], [-1.697, -3.533, 1.383], [-2.912, -2.983, 0.984], [-2.909, -1.732, 0.410], [-4.042, -1.093, -0.019], [-5.052, -1.894, -0.625], [0.275, 0.773, -1.103], [1.164, 1.339, -2.078], [2.353, 1.856, -1.448], [3.170, 2.775, -2.188], [2.884, 3.107, -3.511], [2.005, 2.288, -4.169], [1.120, 1.410, -3.440], [0.140, 0.720, -4.071], [-0.089, 0.931, -5.456], [-3.946, 4.810, -2.481], [-2.515, 4.013, -3.150], [-3.079, 3.589, -1.525], [-5.827, 1.442, -4.234], [-5.591, -0.970, -4.742], [-3.473, -2.145, -4.082], [-1.694, -0.864, -2.995], [-1.201, 2.471, -2.479], [-2.848, 0.407, -0.622], [0.369, -3.283, 1.585], [-1.669, -4.532, 1.801], [-3.838, -3.531, 1.099], [-5.535, -2.547, 0.104], [-4.628, -2.484, -1.439], [-5.788, -1.201, -1.022], [3.928, 0.781, -0.559], [4.028, 3.736, -0.573], [3.386, 3.921, -4.017], [1.907, 2.356, -5.240], [-0.924, 0.285, -5.713], [0.785, 0.658, -6.050], [-0.363, 1.969, -5.655], [-0.443, 4.424, -1.980], [1.158, 3.539, 0.196], [2.152, 2.939, -0.416], [3.189, 3.833, -1.060], [3.037, 0.547, -0.860], [0.263, 3.008, 0.484], [1.213, 4.582, 0.471], [3.991, 0.011, 1.453], [3.933, 1.360, 1.973], [4.395, 2.245, 1.014], [4.589, 1.488, 3.152], [2.477, 1.510, 2.167], [3.012, -0.762, 4.151], [3.150, -1.515, 5.386], [3.615, -2.862, 5.067], [2.685, -3.546, 4.165], [2.568, -2.761, 2.948], [2.035, -1.387, 3.190], [0.747, -1.494, 3.949], [0.870, -2.273, 5.168], [1.848, -1.622, 6.039], [1.370, -3.604, 4.814], [3.980, -0.710, 3.667], [2.669, 0.246, 4.378], [3.708, -3.439, 5.988], [4.595, -2.803, 4.590], [1.926, -3.293, 2.251], [3.556, -2.650, 2.495], [-0.010, -1.941, 3.312], [0.434, -0.478, 4.203], [1.955, -2.201, 6.958], [1.488, -0.624, 6.296], [0.658, -4.085, 4.140], [1.452, -4.204, 5.721]],
  "forces_ev_per_a": [[0.844, 0.097, 0.250], [-0.095, -0.048, -0.142], [-0.033, -0.091, 0.043], [-0.051, 0.076, 0.048], [-0.046, 0.039, -0.009], [0.006, -0.015, 0.011], [0.012, 0.038, -0.031], [0.070, 0.000, -0.120], [-0.021, 0.102, 0.057], [0.117, -0.267, 0.157], [-0.375, 0.176, -0.180], [0.118, 0.078, 0.199], [-0.083, 0.159, 0.123], [-0.163, -0.347, -0.175], [0.143, -0.151, -0.154], [-0.060, 0.069, -0.036], [0.011, -0.058, -0.018], [0.025, -0.040, -0.086], [-0.020, -0.034, -0.049], [0.011, 0.056, 0.077], [0.202, 0.109, -0.223], [-0.106, -0.242, 0.076], [-0.686, 0.730, 0.347], [0.445, -0.432, -0.203], [-0.087, -0.010, -0.066], [0.006, -0.114, 0.098], [-0.056, 0.196, -0.086], [-0.006, -0.163, -0.055], [-0.036, 0.063, 0.073], [-0.029, 0.008, 0.005], [-0.144, -0.039, 0.027], [-0.022, 0.002, -0.021], [0.009, -0.020, -0.004], [0.016, -0.001, 0.005], [-0.007, 0.008, -0.007], [0.032, 0.017, 0.021], [-0.005, -0.021, -0.031], [-0.027, -0.056, 0.038], [-0.157, 0.051, -0.064], [0.009, 0.005, -0.006], [0.024, -0.009, 0.010], [-0.004, -0.008, 0.001], [-0.014, -0.024, 0.029], [0.016, 0.001, -0.027], [0.031, -0.063, -0.078], [-0.053, -0.002, 0.018], [0.006, -0.029, -0.009], [0.006, 0.030, -0.009], [-0.002, -0.012, -0.009], [-0.007, -0.026, -0.024], [0.024, 0.020, -0.004], [0.424, 0.121, 0.007], [0.072, -0.042, 0.369], [-0.141, 0.380, -0.503], [0.100, -0.135, 0.154], [-0.178, -0.087, 0.149], [0.006, -0.068, -0.075], [0.051, 0.003, -0.060], [0.021, 0.030, 0.162], [0.168, -0.174, 0.164], [-0.083, -0.022, -0.036], [-0.101, 0.027, -0.055], [-0.105, 0.037, -0.095], [-0.131, 0.031, -0.063], [0.017, 0.006, 0.012], [-0.012, -0.007, -0.012], [-0.005, 0.020, 0.005], [0.025, 0.016, -0.056], [-0.117, -0.022, 0.142], [-0.027, -0.029, -0.087], [0.023, 0.006, 0.000], [-0.009, -0.008, -0.014], [0.013, -0.010, 0.021], [0.055, 0.018, -0.022], [0.017, 0.019, 0.003], [-0.006, 0.004, 0.002], [-0.001, 0.008, -0.007], [0.079, 0.039, 0.061], [0.024, -0.011, 0.003], [0.033, 0.015, 0.044], [-0.015, 0.014, 0.017], [0.003, -0.006, -0.004], [0.005, 0.008, -0.009], [0.000, 0.013, -0.006], [0.005, -0.001, 0.004]],
  "mulliken_charge": [1.05, -0.75, -0.57, 0.36, -0.56, -0.60, -1.16, 0.29, -0.23, 1.27, -0.65, -0.10, 0.25, -0.26, -0.64, -1.14, -0.63, 0.90, -0.44, -0.99, 0.59, -0.36, 3.52, -0.54, -1.42, -0.70, -0.53, -0.10, -1.20, 0.29, 0.27, 0.28, 0.46, 0.39, 0.52, 0.62, -0.48, 0.48, 0.49, 0.42, 0.30, 0.37, 0.43, 0.26, 0.47, 0.50, 0.44, 0.45, 0.22, 0.41, 0.48, -0.60, -1.51, 0.63, -0.39, -0.80, 0.09, 0.42, -0.40, 0.46, -0.36, -0.27, -0.39, -1.18, 0.20, -0.68, 0.07, -0.92, 1.46, -0.84, 0.06, -0.69, -0.75, 0.35, 0.20, 0.33, 0.35, 0.26, 0.36, 0.12, 0.34, 0.34, 0.34, 0.36, 0.33],
  "de_lowest_ev": 8.3463,
  "lumo_energy_ha": -0.0199,
  "homo_lumo_gap_ev": 6.42
}

{
  "formula": "C39H36N7O2Zr",
  "method": "ωB97M-V with the def2-TZVPD basis set",
  "symbols": ["Zr", "O", "C", "N", "C", "C", "C", "C", "C", "C", "N", "C", "O", "C", "C", "C", "C", "C", "N", "C", "C", "C", "C", "C", "N", "H", "H", "H", "H", "H", "H", "H", "H", "H", "H", "H", "H", "C", "C", "C", "C", "C", "C", "C", "C", "C", "C", "H", "H", "H", "H", "H", "H", "H", "H", "H", "H", "H", "H", "H", "H", "H", "C", "C", "N", "C", "C", "C", "C", "C", "C", "C", "C", "N", "C", "N", "H", "H", "H", "H", "H", "H", "H", "H", "H"],
  "coordinates": [[-0.686, -0.565, -0.830], [1.193, -1.447, 2.881], [0.546, -1.521, 1.848], [0.868, -1.162, 0.592], [2.133, -0.604, 0.243], [3.192, -0.345, 1.103], [4.373, 0.177, 0.580], [4.503, 0.452, -0.771], [3.439, 0.214, -1.637], [2.268, -0.309, -1.125], [1.122, -0.634, -1.922], [1.289, -1.480, -2.992], [2.163, -1.461, -3.826], [0.319, -2.654, -2.941], [0.449, -3.702, -3.829], [-0.300, -4.848, -3.619], [-1.138, -4.907, -2.518], [-1.223, -3.805, -1.685], [-0.520, -2.689, -1.893], [-0.857, -2.095, 1.928], [-1.221, -2.875, 3.010], [-2.497, -3.406, 3.046], [-3.379, -3.120, 2.014], [-2.952, -2.305, 0.985], [-1.710, -1.800, 0.933], [3.098, -0.559, 2.155], [5.204, 0.355, 1.248], [5.430, 0.848, -1.162], [3.515, 0.416, -2.696], [1.158, -3.602, -4.639], [-0.213, -5.691, -4.291], [-1.717, -5.791, -2.291], [-1.868, -3.815, -0.816], [-0.486, -3.042, 3.784], [-2.805, -4.035, 3.871], [-4.387, -3.510, 2.001], [-3.605, -2.042, 0.170], [-2.937, -0.695, -2.125], [-1.980, -0.308, -3.094], [-1.492, 0.974, -2.756], [-2.161, 1.395, -1.579], [-3.035, 0.355, -1.172], [-4.046, 0.525, -0.072], [-2.225, 2.785, -1.021], [-0.582, 1.776, -3.635], [-1.733, -0.984, -4.405], [-3.890, -1.839, -2.309], [-4.842, -0.216, -0.135], [-4.515, 1.506, -0.152], [-3.621, 0.460, 0.933], [-2.192, 2.811, 0.068], [-3.168, 3.243, -1.332], [-1.422, 3.420, -1.390], [-1.036, 1.904, -4.620], [0.384, 1.288, -3.781], [-0.400, 2.773, -3.235], [-2.043, -2.030, -4.391], [-0.690, -0.942, -4.721], [-2.316, -0.481, -5.182], [-4.680, -1.846, -1.559], [-3.418, -2.823, -2.306], [-4.384, -1.737, -3.278], [1.433, 3.304, 0.176], [0.752, 2.254, -0.410], [0.008, 1.405, 0.306], [-0.069, 1.581, 1.628], [0.589, 2.596, 2.306], [1.341, 3.484, 1.542], [0.382, 2.674, 3.765], [1.251, 2.889, 4.750], [2.713, 3.068, 4.699], [3.410, 3.299, 5.877], [4.784, 3.432, 5.782], [5.427, 3.351, 4.620], [4.663, 3.131, 3.555], [3.345, 2.976, 3.524], [2.029, 3.962, -0.440], [0.810, 2.066, -1.474], [-0.672, 0.868, 2.181], [1.866, 4.293, 2.025], [-0.642, 2.492, 4.077], [0.838, 2.889, 5.753], [2.904, 3.365, 6.829], [5.387, 3.608, 6.665], [5.179, 3.058, 2.605]],
  "forces_ev_per_a": [[-0.580, 0.264, -0.008], [0.054, -0.062, -0.015], [0.069, -0.051, -0.046], [0.103, 0.081, 0.089], [-0.213, -0.229, 0.097], [0.110, 0.074, -0.038], [-0.033, -0.005, 0.054], [-0.066, -0.012, -0.057], [0.099, 0.089, 0.122], [-0.155, -0.134, -0.263], [0.062, -0.098, -0.179], [0.069, -0.070, 0.206], [0.019, 0.050, -0.041], [0.200, 0.084, 0.160], [0.003, -0.048, 0.000], [0.047, -0.008, -0.063], [-0.038, 0.047, 0.082], [-0.010, 0.022, -0.062], [0.028, -0.031, -0.049], [0.046, 0.109, -0.004], [-0.014, 0.027, -0.011], [0.010, -0.044, 0.089], [-0.028, 0.056, -0.090], [0.073, -0.012, 0.098], [0.183, 0.005, -0.158], [0.011, -0.008, -0.011], [0.023, 0.030, 0.020], [0.018, 0.006, 0.012], [0.012, -0.010, -0.003], [-0.006, -0.008, -0.011], [-0.004, -0.007, 0.003], [0.005, -0.018, -0.020], [0.001, -0.028, -0.001], [-0.010, -0.015, 0.006], [-0.003, -0.003, 0.000], [-0.001, -0.009, 0.028], [-0.038, -0.031, 0.001], [-0.131, -0.069, 0.084], [0.131, 0.048, -0.026], [-0.011, 0.001, -0.014], [0.001, 0.058, 0.057], [-0.152, 0.083, 0.029], [-0.041, -0.018, 0.025], [0.017, 0.057, -0.003], [0.053, 0.021, -0.005], [-0.028, -0.081, -0.026], [-0.029, -0.054, -0.026], [-0.009, 0.010, -0.007], [-0.012, -0.004, -0.014], [0.039, 0.009, -0.018], [-0.025, -0.033, -0.001], [0.009, 0.013, 0.003], [0.008, -0.024, -0.016], [0.010, -0.002, 0.000], [-0.014, -0.020, -0.007], [-0.020, 0.001, 0.006], [0.017, -0.003, 0.013], [0.007, 0.041, 0.030], [-0.005, -0.015, 0.001], [-0.004, 0.028, 0.001], [0.030, 0.034, 0.003], [-0.003, -0.001, 0.005], [-0.085, -0.032, -0.096], [0.163, 0.004, 0.195], [0.036, -0.132, -0.232], [-0.023, 0.076, 0.014], [-0.215, -0.178, -0.045], [0.114, 0.031, 0.083], [-0.045, 0.029, -0.058], [0.094, 0.032, 0.131], [-0.214, -0.048, -0.110], [0.059, -0.014, 0.014], [0.035, 0.010, -0.017], [-0.091, 0.020, 0.051], [0.023, -0.120, -0.079], [0.219, 0.091, 0.200], [0.005, 0.023, 0.011], [0.024, 0.037, 0.003], [0.005, -0.003, 0.003], [-0.027, 0.051, -0.012], [-0.012, -0.001, -0.044], [0.044, 0.023, 0.010], [-0.015, -0.001, 0.001], [0.029, 0.007, -0.011], [-0.006, 0.010, -0.044]],
  "mulliken_charge": [-0.91, -0.71, 0.26, 0.40, 1.33, -0.83, -0.78, -0.93, -0.67, -0.80, 1.87, -0.63, -0.66, 0.63, -0.75, -0.60, -0.79, -0.43, 0.84, 0.35, -0.69, -0.65, -1.00, -0.74, 0.84, 0.52, 0.54, 0.43, 0.54, 0.58, 0.47, 0.49, 0.43, 0.60, 0.45, 0.51, 0.46, 1.15, 0.65, 1.31, 0.94, 0.57, -2.05, -1.93, -1.81, -1.96, -1.97, 0.40, 0.46, 0.25, 0.39, 0.44, 0.42, 0.42, 0.20, 0.44, 0.42, 0.41, 0.45, 0.54, 0.28, 0.41, -1.52, -0.28, 1.47, -0.97, 0.08, 0.06, -0.90, -0.81, 1.15, -0.86, -0.20, -0.58, -0.24, -0.24, 0.52, 0.52, 0.41, 0.59, 0.43, 0.28, 0.39, 0.40, 0.48],
  "de_lowest_ev": 0.8026,
  "charge": 1,
  "lumo_energy_ha": -0.1188,
  "homo_lumo_gap_ev": 6.94
}

no.,maximum force (eV Å⁻¹)
1,1.06
2,0.64